(1)
{
  "formula": "C13H21CoF5OP2",
  "method": "the ωB97M-V functional and the def2-TZVPD basis",
  "lumo_energy_ev": [0.510, -1.742],
  "mol_weight_da": 409.181,
  "spin_multiplicity": 4,
  "gap_ev": [5.11, 7.02],
  "s2": 3.782,
  "energy_ev": -85653.7827,
  "total_charge": 0,
  "symbols": ["Co", "H", "H", "P", "P", "C", "H", "H", "H", "C", "H", "H", "H", "C", "H", "H", "H", "C", "H", "H", "H", "C", "H", "H", "H", "C", "H", "H", "H", "C", "O", "H", "F", "C", "C", "C", "F", "C", "F", "C", "F", "C", "F"],
  "positions_angstrom": [[0.9719, -0.4234, -0.2092], [2.2837, -0.4422, -1.1122], [1.9772, -1.2898, -1.0921], [1.2398, 1.5848, -0.7170], [-0.1564, -2.1465, -0.6386], [-0.1594, -3.2397, 0.8448], [-0.7509, -4.1414, 0.6364], [0.8783, -3.4989, 1.0917], [-0.5998, -2.6732, 1.6788], [-1.9323, -2.2585, -1.1032], [-2.0453, -1.8327, -2.1113], [-2.2260, -3.3219, -1.0960], [-2.5338, -1.6885, -0.3755], [0.6653, -3.1837, -1.9175], [1.7118, -3.3356, -1.6118], [0.1532, -4.1525, -2.0007], [0.6124, -2.6303, -2.8698], [0.0076, 2.8598, -1.1001], [0.5240, 3.8225, -1.2023], [-0.4855, 2.6305, -2.0466], [-0.7321, 2.9524, -0.2954], [1.9912, 2.3714, 0.7517], [2.9356, 1.8784, 0.9976], [2.1494, 3.4376, 0.5535], [1.3163, 2.2521, 1.6068], [2.4395, 1.8483, -2.0497], [2.0126, 1.4601, -2.9827], [2.6428, 2.9149, -2.1645], [3.3630, 1.3135, -1.8357], [1.9630, -0.8105, 1.0891], [2.8043, -1.0856, 1.8341], [0.3420, 0.0021, -1.4519], [-0.0059, -0.6376, 2.9387], [-0.8891, 0.1923, 2.3173], [-0.8652, 0.3125, 0.9281], [-2.0305, 0.8922, 0.4083], [-2.3699, 0.7473, -0.9157], [-2.9796, 1.6147, 1.1710], [-3.9935, 2.3176, 0.6001], [-2.8577, 1.5788, 2.5483], [-3.7851, 2.2004, 3.3078], [-1.8329, 0.8478, 3.1269], [-1.7541, 0.7605, 4.4686]],
  "forces_ev_per_a": [[-2.8, 1.6, 0.7], [0.5, -1.5, -0.5], [1.3, 1.0, -0.7], [0.6, 2.6, -0.4], [-2.1, -3.2, -0.7], [0.1, 0.1, -0.1], [0.2, 0.2, 0.2], [-0.3, -0.1, 0.1], [0.2, -0.3, -0.2], [0.3, 0.1, -0.1], [-0.2, -0.1, 0.4], [0.0, 0.4, -0.1], [0.2, -0.3, -0.4], [-0.5, -0.1, 0.2], [-0.3, 0.0, -0.2], [0.3, 0.2, -0.2], [0.1, -0.3, 0.3], [-0.4, -0.1, -0.1], [0.0, -0.2, 0.0], [-0.1, 0.0, 0.1], [0.2, -0.1, -0.3], [0.4, 0.5, 0.1], [0.0, 0.2, 0.0], [0.1, -0.1, 0.3], [0.0, 0.0, -0.2], [0.0, 0.3, -0.2], [0.1, 0.1, 0.2], [0.1, -0.1, -0.1], [0.1, 0.1, 0.0], [4.8, -2.4, 6.9], [-1.1, 0.7, -1.5], [-1.9, 0.9, -3.5], [0.0, 0.5, 0.1], [-0.7, 0.8, -0.4], [-1.1, -0.6, 0.3], [-0.4, 0.4, 0.4], [0.6, 0.5, 0.5], [0.5, -0.4, -0.8], [0.6, -0.7, 0.3], [-0.4, 0.3, 0.1], [0.6, -0.3, -0.2], [0.7, -0.5, 0.1], [-0.1, 0.0, -0.2]]
}

(2)
{
  "formula": "C34H43AlN7O2S",
  "method": "the ωB97M-V functional and the def2-TZVPD basis",
  "relative_energy_kj_mol": 20.0,
  "lumo_energy_ev": -3.302,
  "mol_weight_da": 640.814,
  "gap_ev": 7.89,
  "energy_ev": -67914.6957,
  "total_charge": 1,
  "symbols": ["Al", "C", "C", "C", "C", "C", "C", "C", "C", "C", "C", "C", "C", "N", "C", "O", "C", "C", "C", "C", "C", "N", "C", "O", "N", "C", "C", "C", "C", "C", "C", "C", "C", "C", "C", "C", "C", "H", "H", "H", "H", "H", "H", "H", "H", "H", "H", "H", "H", "H", "H", "H", "H", "H", "H", "H", "H", "H", "H", "H", "H", "H", "H", "H", "H", "H", "H", "H", "H", "H", "H", "H", "H", "H", "C", "C", "N", "N", "C", "S", "N", "N", "H", "H", "H", "H", "H", "H"],
  "positions_angstrom": [[-0.4796, 0.5199, -0.0367], [-3.9824, 2.1646, -2.5566], [-2.7608, 1.3718, -3.0361], [-3.0811, 0.6273, -4.3375], [-1.5291, 2.2430, -3.2167], [-1.6276, 3.4065, -3.9694], [-0.5255, 4.2150, -4.1919], [0.7075, 3.8504, -3.6840], [0.8558, 2.6826, -2.9418], [2.2496, 2.2409, -2.5335], [3.0548, 1.8065, -3.7638], [3.0006, 3.3280, -1.7563], [-0.2758, 1.8996, -2.6893], [-0.1653, 0.6974, -1.9016], [0.0020, -0.4489, -2.6427], [0.2825, -0.5397, -3.8167], [-0.2430, -1.6789, -1.7978], [-0.4146, -2.9767, -2.2274], [-0.7945, -3.9265, -1.2799], [-0.9890, -3.5699, 0.0536], [-0.7776, -2.2525, 0.3986], [-0.4078, -1.3656, -0.5186], [-0.9369, -1.6170, 1.7589], [-1.1576, -2.2914, 2.7427], [-0.7315, -0.2663, 1.6901], [-0.6161, 0.4328, 2.9388], [-1.7052, 1.1268, 3.4900], [-1.4738, 1.9218, 4.6099], [-0.2205, 2.0003, 5.1939], [0.8176, 1.2295, 4.7001], [0.6375, 0.4176, 3.5836], [1.7293, -0.5885, 3.2105], [1.7095, -1.7326, 4.2388], [3.1530, -0.0115, 3.1256], [-3.1288, 0.9297, 3.0061], [-3.7978, -0.1780, 3.8338], [-3.9748, 2.2041, 3.0664], [-4.8299, 1.4923, -2.4091], [-4.2809, 2.9141, -3.2907], [-3.7876, 2.6806, -1.6148], [-2.5428, 0.6197, -2.2734], [-3.4271, 1.3297, -5.0999], [-3.8727, -0.1078, -4.1754], [-2.2005, 0.1149, -4.7271], [-2.5832, 3.6851, -4.3970], [-0.6220, 5.1137, -4.7870], [1.5735, 4.4676, -3.8952], [2.1425, 1.3524, -1.9070], [3.2299, 2.6582, -4.4242], [2.5080, 1.0475, -4.3239], [4.0242, 1.3955, -3.4725], [3.1773, 4.2031, -2.3824], [3.9789, 2.9649, -1.4267], [2.4363, 3.6800, -0.8861], [-0.2676, -3.2202, -3.2705], [-0.9570, -4.9517, -1.5877], [-1.3032, -4.2778, 0.8081], [-2.2980, 2.4678, 5.0524], [-0.0658, 2.6199, 6.0681], [1.7667, 1.2239, 5.2243], [1.4782, -1.0231, 2.2400], [2.0209, -1.3596, 5.2180], [2.3977, -2.5255, 3.9389], [0.7101, -2.1540, 4.3334], [3.3450, 0.7186, 3.9117], [3.3765, 0.4627, 2.1633], [3.8838, -0.8111, 3.2473], [-3.0974, 0.5885, 1.9723], [-3.8771, 0.1296, 4.8793], [-3.2258, -1.1052, 3.7978], [-4.8057, -0.3698, 3.4593], [-4.2470, 2.4492, 4.0950], [-4.9045, 2.0589, 2.5136], [-3.4570, 3.0626, 2.6366], [2.6188, 3.8471, 2.5916], [1.2226, 3.9050, 2.1081], [0.3807, 4.8564, 2.3303], [-0.7681, 4.4718, 1.6878], [-0.6599, 3.3084, 1.0611], [-1.7850, 2.4916, 0.1196], [0.6116, 2.9280, 1.3262], [1.1349, 1.7358, 0.8200], [2.8216, 4.7564, 3.1515], [3.3228, 3.7777, 1.7597], [2.7621, 2.9896, 3.2474], [-1.5799, 5.0676, 1.7052], [1.8505, 1.9504, 0.1243], [1.5373, 1.2026, 1.5920]],
  "forces_ev_per_a": [[0.2, 0.2, 0.1], [0.0, 0.0, 0.0], [-0.1, 0.1, 0.0], [0.0, 0.0, 0.0], [0.0, 0.1, 0.0], [0.0, 0.0, 0.0], [0.0, 0.0, 0.0], [0.0, 0.0, 0.0], [0.0, -0.1, 0.0], [0.0, 0.1, 0.0], [-0.1, 0.0, 0.0], [0.1, -0.1, 0.0], [0.2, 0.0, 0.0], [0.0, -0.2, -0.1], [0.2, 0.1, 0.2], [-0.1, 0.0, -0.1], [-0.1, 0.2, 0.0], [0.1, -0.1, 0.0], [0.0, 0.0, 0.0], [0.0, -0.1, 0.0], [0.0, 0.1, 0.0], [-0.3, -0.1, 0.0], [0.2, 0.1, 0.0], [-0.1, 0.0, 0.0], [-0.3, -0.1, 0.0], [0.1, -0.1, 0.0], [0.0, 0.0, 0.0], [0.1, 0.0, 0.0], [0.0, 0.0, 0.0], [0.0, 0.0, 0.0], [0.0, 0.0, 0.0], [0.0, 0.0, 0.1], [-0.1, 0.1, 0.0], [-0.1, 0.0, 0.0], [0.0, 0.0, 0.0], [0.0, 0.0, 0.0], [0.0, -0.1, 0.0], [0.0, 0.0, 0.0], [0.0, 0.0, 0.0], [-0.1, 0.0, -0.1], [0.0, 0.0, 0.0], [0.0, 0.0, 0.0], [0.0, 0.0, 0.0], [0.0, 0.0, 0.0], [0.0, 0.0, 0.0], [0.0, 0.0, 0.0], [0.0, 0.0, 0.0], [0.0, -0.1, 0.1], [0.0, 0.0, 0.0], [0.0, 0.0, 0.0], [0.0, 0.0, 0.0], [0.0, 0.0, 0.0], [-0.1, 0.0, 0.0], [0.0, 0.1, 0.0], [0.0, 0.0, 0.0], [0.0, 0.0, 0.0], [0.0, 0.0, 0.0], [0.0, 0.0, 0.0], [0.0, 0.0, 0.0], [0.0, 0.0, 0.0], [0.1, 0.0, 0.0], [0.0, 0.0, 0.0], [0.0, 0.0, 0.0], [0.0, 0.0, 0.0], [0.0, 0.0, 0.0], [0.0, 0.1, 0.0], [0.0, 0.0, -0.1], [0.1, 0.0, -0.1], [0.0, 0.0, 0.0], [0.0, 0.0, 0.0], [0.0, 0.0, 0.0], [0.0, 0.0, 0.0], [0.0, 0.0, 0.0], [0.0, 0.0, 0.0], [0.0, 0.0, 0.0], [0.0, -0.1, 0.0], [-0.1, -0.1, -0.1], [0.0, 0.2, 0.1], [0.0, 0.0, 0.2], [-0.2, -0.1, 0.1], [0.2, -0.1, 0.0], [-0.1, 0.0, -0.3], [0.0, 0.0, 0.0], [0.0, 0.0, 0.0], [0.0, -0.1, 0.0], [0.0, 0.0, 0.0], [0.0, 0.0, 0.0], [0.0, 0.0, 0.1]]
}

(3)
{
  "formula": "C4H6NOPS",
  "method": "the ωB97M-V functional and the def2-TZVPD basis",
  "relative_energy_kj_mol": 267.3,
  "lumo_energy_ev": -0.635,
  "mol_weight_da": 147.139,
  "gap_ev": 8.33,
  "energy_ev": -27903.5844,
  "total_charge": 0,
  "symbols": ["C", "C", "C", "C", "N", "O", "P", "S", "H", "H", "H", "H", "H", "H"],
  "positions_angstrom": [[-0.0896, 0.7688, -1.0804], [-0.7218, 0.4893, 0.0733], [1.0506, 1.5934, 1.0870], [-1.9880, -0.3379, 0.3217], [-0.2270, 1.0905, 1.2219], [1.7133, -2.0621, -1.0547], [2.6627, -1.4470, -0.1411], [1.4397, 1.5113, -0.5990], [-0.2553, 0.6058, -2.0601], [-2.8267, 0.2153, 0.0090], [-2.0764, -1.2851, -0.2178], [-1.9592, -0.5946, 1.4332], [-0.7827, 1.1344, 1.9838], [4.0605, -1.6820, -0.9768]],
  "forces_ev_per_a": [[1.9, 0.7, 4.0], [-2.7, -0.8, -0.7], [-0.9, 0.4, 0.5], [1.5, -0.6, 1.1], [4.7, -0.2, -5.0], [-1.3, -0.6, -0.7], [2.7, -0.1, -0.4], [-0.9, 0.2, 0.8], [-0.9, -1.1, -2.8], [-1.3, 0.8, 0.2], [0.6, 0.2, 0.0], [-0.6, 0.4, -1.5], [-1.5, 0.1, 3.2], [-1.4, 0.5, 1.2]]
}

- Number 3 is which compound?
  C4H6NOPS